Entry 1:
Here is a molecular structure, C49H48AsBrCl3LaN7O10P in a non-equilibrium geometry from OMol25. Energies are from ωB97M-V/def2-TZVPD.

The geometry in ORCA input format:
```
! wB97M-V def2-TZVPD RIJCOSX def2/J DEFGRID3
* xyz -2 1
La -1.7254 -2.7200 1.0384
O 0.7849 -5.7176 -4.2444
C 0.2845 -4.9414 -3.1811
C 0.3296 -3.5178 -3.0730
C -0.4446 -2.9200 -2.0758
N -1.0603 -3.6605 -1.1980
C -1.0929 -4.9846 -1.1828
C -0.4477 -5.6560 -2.2301
C -1.8105 -5.6877 -0.0589
O -1.8018 -6.9357 -0.1579
O -2.2712 -4.9490 0.9058
C -0.3501 -1.4745 -1.7895
O 0.3012 -0.7626 -2.6058
O -0.9110 -1.1043 -0.6897
H 1.4342 -5.1850 -4.7425
H 0.8362 -2.8868 -3.8654
H -0.4397 -6.7477 -2.4274
Br 4.8856 -3.5116 -1.7894
C 4.4822 -3.4847 0.0584
C 5.5075 -4.0425 0.9215
C 5.0886 -4.3950 2.2195
C 3.8671 -3.9304 2.6502
C 2.9485 -3.2000 1.7742
N 3.3253 -3.0077 0.4553
C 1.6404 -2.5052 2.1737
O 1.7075 -1.5623 2.9746
O 0.6162 -2.9854 1.5318
H 6.5646 -4.1222 0.5659
H 5.7270 -4.9585 2.9534
H 3.5071 -3.9636 3.6714
C -0.4003 -1.4787 7.2984
N 0.3457 -2.3623 6.3698
C 1.3573 -3.1200 6.9957
C -0.3595 -2.6219 5.1233
C -1.3653 -3.7657 5.2461
N -2.3291 -3.8606 4.1864
C -3.5905 -3.1659 4.4195
C -2.6451 -5.3083 3.8796
H 0.2445 -0.8089 7.8939
H -0.8844 -2.0941 8.0331
H -1.1931 -0.8725 6.7794
H 1.7205 -3.9457 6.4095
H 0.9948 -3.4239 8.0015
H 2.2734 -2.5189 7.2041
H 0.4034 -2.8703 4.3859
H -0.7208 -1.6938 4.7271
H -1.9753 -3.6819 6.1534
H -0.7596 -4.6703 5.3809
H -4.3607 -3.7991 4.9599
H -4.0399 -2.9427 3.4526
H -3.5050 -2.2040 4.9602
H -3.3852 -5.7789 4.5631
H -1.6863 -5.9130 3.8692
H -3.0925 -5.3271 2.8887
O 2.9299 0.5536 1.3331
H 2.3527 0.6347 2.1184
H 2.7345 -0.2941 0.8823
Cl -7.0988 -2.1531 -1.3259
C -6.1207 -2.8772 0.0200
Cl -6.1636 -4.6866 -0.3077
Cl -6.9077 -2.6598 1.5403
C -4.5958 -2.3779 0.0948
O -4.0977 -2.2956 1.2746
O -3.9188 -2.3254 -0.9491
N -1.9584 -0.4678 2.4451
C -2.0883 0.3338 3.3391
N -2.4077 0.9057 4.4613
C -1.6205 1.8675 4.9357
N -0.9195 2.6369 5.4690
C -0.1197 2.0273 -1.8343
C -0.2680 2.7076 -3.1911
As -0.4889 4.6666 -2.8723
C 0.1269 5.2948 -4.6566
C 1.0584 6.3420 -4.5817
C 1.6891 6.7459 -5.7332
C 1.5851 5.9983 -6.9155
C 0.5771 5.0289 -6.9810
C -0.1181 4.6357 -5.8527
C -2.4419 4.6063 -3.1921
C -3.0530 5.4043 -4.2345
C -4.3885 5.2141 -4.4652
C -5.1343 4.2541 -3.6941
C -4.5983 3.7391 -2.5321
C -3.2083 3.8053 -2.3715
P 1.4748 1.9001 -0.9884
C 2.6390 2.1294 -2.3255
C 3.2477 3.3764 -2.7071
C 4.4093 3.3455 -3.4991
C 4.8925 2.1351 -3.9615
C 4.4123 0.9721 -3.4803
C 3.2057 0.9035 -2.7766
C 1.6093 3.4037 0.0207
C 0.5017 4.0206 0.4554
C 0.5821 5.1589 1.2823
C 1.8252 5.4858 1.9174
C 2.9541 4.7819 1.5118
C 2.8889 3.8335 0.4793
H -0.5080 1.0152 -1.9570
H -0.7374 2.4771 -1.0515
H -1.2211 2.4474 -3.6927
H 0.5346 2.6162 -3.9036
H 1.1085 6.9933 -3.6514
H 2.2054 7.7385 -5.7998
H 2.2080 6.2936 -7.7149
H 0.3338 4.5516 -7.9847
H -0.7180 3.7296 -5.7608
H -2.4481 6.1715 -4.8489
H -4.8194 5.7380 -5.3108
H -6.1572 3.9187 -4.0900
H -5.1968 3.1930 -1.8194
H -2.7169 3.2991 -1.5327
H 2.8030 4.2987 -2.2805
H 4.7900 4.3305 -3.8100
H 5.7246 2.1721 -4.6611
H 4.8976 -0.0311 -3.6370
H 2.6366 -0.0574 -2.6959
H -0.5546 3.7046 0.2719
H -0.1935 5.9140 1.3489
H 1.8433 6.3234 2.6246
H 3.9711 5.0592 1.8596
H 3.7048 3.1404 0.1828
*
```

The total energy is -261098.7721 eV. Its HOMO energy is -3.21 eV. The energy relative to the best compared isomer or geometry (same formula, charge and spin) comes out at 43.97 kcal per mole. The frontier orbital gap is 6.6405 eV.


Entry 2:
Here is a molecular structure, C49H48BiCl5N5O5 from OMol25. Energies are from ωB97M-V/def2-TZVPD.

The geometry in ORCA input format:
```
! wB97M-V def2-TZVPD RIJCOSX def2/J DEFGRID3
* xyz -1 1
Bi -0.0840 0.0240 0.1618
C -1.8503 -4.0866 -3.6549
C -2.3894 -4.6048 -2.3142
C -1.7105 -3.9364 -1.1602
C -0.6745 -4.3970 -0.4086
C -0.0152 -5.7411 -0.4508
C -0.5227 -6.6795 0.6493
C -0.2935 -3.3084 0.4735
C 0.7090 -3.3473 1.4376
C 1.1318 -2.2954 2.2410
C 2.1309 -2.4143 3.2809
C 2.8784 -3.6650 3.6285
C 4.0795 -3.8869 2.6996
C 2.2957 -1.1716 3.8104
C 1.3960 -0.2933 3.0962
C 1.2139 1.0560 3.3794
C 0.2608 1.8996 2.8292
N -0.6166 1.5553 1.8437
C -1.4621 2.6117 1.6669
C -2.5786 2.6176 0.8392
C -3.0909 1.5323 0.1287
N -2.4908 0.3206 0.0273
C -3.2942 -0.4646 -0.7406
C -3.0092 -1.7626 -1.1532
C -1.9636 -2.5742 -0.7207
N -1.0749 -2.2238 0.2436
C -4.4745 0.2800 -1.1319
C -4.3463 1.5261 -0.5981
C -5.3155 2.6661 -0.6468
C -6.2025 2.7394 0.6019
C -5.6101 -0.2718 -1.9343
C -6.5246 -1.1891 -1.1158
C -1.0675 3.6978 2.5400
C 0.0026 3.2561 3.2576
C 0.7993 3.9829 4.2948
C 0.4027 3.6175 5.7296
C -1.7823 5.0080 2.6561
C -3.0138 4.9312 3.5663
N 0.7193 -0.9964 2.1474
C 3.1997 -0.7735 4.9365
C 2.5329 -0.9267 6.3070
H -2.3623 -4.5562 -4.4975
H -0.7817 -4.2942 -3.7426
H -1.9739 -3.0046 -3.7314
H -2.2402 -5.6850 -2.2520
H -3.4697 -4.4395 -2.2611
H 1.0675 -5.6180 -0.3624
H -0.1894 -6.1981 -1.4272
H -0.4089 -6.2215 1.6336
H 0.0240 -7.6249 0.6459
H -1.5836 -6.8956 0.5086
H 1.2211 -4.2922 1.5750
H 2.2073 -4.5254 3.5722
H 3.2194 -3.6087 4.6650
H 3.7640 -3.9123 1.6539
H 4.5912 -4.8239 2.9309
H 4.7967 -3.0695 2.7979
H 1.8599 1.4866 4.1335
H -3.1476 3.5391 0.8021
H -3.6940 -2.2016 -1.8697
H -5.9464 2.5705 -1.5333
H -4.7695 3.6064 -0.7598
H -6.7992 1.8302 0.6995
H -6.8820 3.5935 0.5600
H -5.5908 2.8291 1.5014
H -5.2171 -0.8248 -2.7926
H -6.1988 0.5526 -2.3421
H -5.9645 -2.0340 -0.7127
H -7.3424 -1.5782 -1.7267
H -6.9556 -0.6470 -0.2717
H 0.6776 5.0580 4.1473
H 1.8582 3.7712 4.1278
H -0.6308 3.9070 5.9311
H 1.0444 4.1199 6.4568
H 0.4792 2.5409 5.8924
H -2.0846 5.3525 1.6636
H -1.0918 5.7592 3.0448
H -3.7130 4.1748 3.2052
H -3.5363 5.8895 3.6113
H -2.7222 4.6514 4.5803
H 3.5202 0.2612 4.8016
H 4.1073 -1.3804 4.8969
H 1.6342 -0.3091 6.3656
H 3.2076 -0.6282 7.1129
H 2.2322 -1.9622 6.4781
O -2.2356 2.6625 -3.6852
C -1.4659 2.0287 -2.7636
O -1.5948 0.8680 -2.5087
C -0.4027 2.9203 -2.1934
C -0.1098 4.1481 -2.7572
C 0.9175 4.8971 -2.1946
C 1.6118 4.3805 -1.1206
C 1.2688 3.1185 -0.6384
N 0.2630 2.4206 -1.1533
C 2.1164 2.4749 0.4667
O 2.8078 3.2421 1.1405
O 2.0494 1.2119 0.5322
H -2.8344 1.9773 -4.0193
H -0.6712 4.4995 -3.6100
H 1.1720 5.8671 -2.6042
H 2.4268 4.9008 -0.6381
Cl 3.7895 -4.8896 -4.8096
C 3.0379 -3.5124 -4.0721
C 3.2391 -3.2227 -2.7210
Cl 4.2571 -4.2586 -1.7685
C 2.6297 -2.1316 -2.1298
Cl 2.8984 -1.7394 -0.4712
C 1.7315 -1.2645 -2.8281
O 1.1021 -0.3225 -2.2819
C 1.5860 -1.5817 -4.2184
Cl 0.5284 -0.5511 -5.1272
C 2.2088 -2.6654 -4.8120
Cl 1.9485 -2.9959 -6.4950
*
```

The total energy is -137738.6817 eV. Its HOMO energy is -4.36 eV. The energy relative to the best compared isomer or geometry (same formula, charge and spin) comes out at 0.00 kcal per mole. The frontier orbital gap is 5.6661 eV.